[1]
This record from the Open Molecules 2025 dataset describes a single C5H4O2S molecule. The level of theory is ωB97M-V/def2-TZVPD.

- Kohn-Sham gap (eV) = 9.85
- ΔE to the lowest compared entry with this formula, charge and spin (kJ/mol) = 108.3
- SMILES = O=C(O)c1cccs1
- E_LUMO (eV) = 0.5
- total charge = 0
- HOMO level (eV) = -9.39

Cartesian coordinates (Å):
O: -2.15 -1.14 -0.10
C: -1.58 -0.15 -0.04
O: -2.30 1.09 0.13
C: -0.12 0.21 0.00
C: 0.53 1.34 -0.07
C: 1.88 1.14 -0.06
C: 2.27 -0.18 0.00
S: 0.95 -1.16 0.05
H: -3.33 0.70 -0.07
H: 0.08 2.50 -0.05
H: 2.58 2.06 0.04
H: 3.21 -0.43 0.00



[2]
This record from the Open Molecules 2025 dataset describes a single C5H4O3S molecule. The level of theory is ωB97M-V/def2-TZVPD.

- Kohn-Sham gap (eV) = 8.51
- ΔE to the lowest compared entry with this formula, charge and spin (kJ/mol) = 346.6
- E_LUMO (eV) = -1.8
- total charge = 0
- HOMO level (eV) = -10.31

Cartesian coordinates (Å):
C: -0.58 1.26 -0.05
C: 0.69 1.60 0.05
C: -0.69 -0.22 -0.04
C: 0.46 -0.87 -0.05
C: -1.63 -1.39 -0.03
O: 2.64 0.24 -1.25
O: 2.71 0.21 1.16
O: -0.68 -2.46 0.16
S: 1.90 0.22 -0.03
H: -1.44 1.97 0.06
H: 1.24 2.61 0.28
H: -2.35 -1.54 0.81
H: -2.24 -1.62 -1.07



[3]
This record from the Open Molecules 2025 dataset describes a single C5H4OS2 molecule. The level of theory is ωB97M-V/def2-TZVPD.

- Kohn-Sham gap (eV) = 7.50
- ΔE to the lowest compared entry with this formula, charge and spin (kJ/mol) = 508.0
- SMILES = O=C1C(=S)C[C@H]2S[C@H]12
- E_LUMO (eV) = -1.2
- total charge = 0
- HOMO level (eV) = -8.67

Cartesian coordinates (Å):
O: -0.43 -2.61 -0.28
C: -0.12 -1.35 -0.51
C: -0.92 -0.27 0.64
S: -1.92 -1.05 1.53
C: -0.33 1.01 0.61
C: 0.32 0.96 -0.62
S: 1.81 0.96 -1.63
C: 1.03 -0.45 -0.79
H: 0.41 1.00 1.58
H: -1.15 1.72 0.81
H: -0.49 0.79 -1.45
H: 1.77 -0.71 0.11



[4]
This record from the Open Molecules 2025 dataset describes a single C5H4S molecule. The level of theory is ωB97M-V/def2-TZVPD.

- Kohn-Sham gap (alpha / beta) (eV) = 7.56 / 7.57
- ΔE to the lowest compared entry with this formula, charge and spin (kJ/mol) = 556.1
- E_LUMO (alpha / beta) (eV) = -0.9 / -0.9
- total charge = 0
- HOMO level (alpha / beta) (eV) = -8.48 / -8.48

Cartesian coordinates (Å):
C: 0.17 -1.61 0.55
C: -0.77 -1.97 -0.23
C: 0.75 -0.45 0.92
C: -1.30 -0.74 -0.79
C: -0.62 0.51 -0.27
S: -2.17 0.17 0.51
H: 0.74 0.03 1.87
H: 1.43 0.01 0.13
H: -1.74 -0.59 -1.82
H: -0.34 1.34 -0.79



[5]
This record from the Open Molecules 2025 dataset describes a single C5H4S molecule. The level of theory is ωB97M-V/def2-TZVPD.

- Kohn-Sham gap (eV) = 7.28
- ΔE to the lowest compared entry with this formula, charge and spin (kJ/mol) = 205.4
- SMILES = C#C/C=C/C=S
- E_LUMO (eV) = -1.5
- total charge = 0
- HOMO level (eV) = -8.79

Cartesian coordinates (Å):
C: 2.15 1.12 1.45
C: 1.39 0.82 0.57
C: 0.42 0.51 -0.33
C: -0.52 -0.50 -0.07
C: -1.66 -0.95 -0.78
S: -2.09 -0.43 -2.26
H: 2.62 1.23 2.40
H: 0.15 1.18 -1.19
H: -0.28 -1.21 0.71
H: -2.19 -1.76 -0.50



[6]
This record from the Open Molecules 2025 dataset describes a single C5H4S molecule. The level of theory is ωB97M-V/def2-TZVPD.

- Kohn-Sham gap (eV) = 9.64
- ΔE to the lowest compared entry with this formula, charge and spin (kJ/mol) = 269.4
- SMILES = C#CC#CCS
- E_LUMO (eV) = 0.5
- total charge = 0
- HOMO level (eV) = -9.12

Cartesian coordinates (Å):
C: 3.83 -0.27 0.04
C: 2.62 -0.09 -0.08
C: 1.26 0.14 -0.09
C: 0.04 0.36 0.03
C: -1.29 0.88 0.07
S: -2.45 -0.47 -0.04
H: 4.93 -0.51 0.15
H: -1.43 1.61 0.97
H: -1.51 1.48 -0.95
H: -1.59 -1.18 0.63



[7]
This record from the Open Molecules 2025 dataset describes a molecular structure, C5H5BiCl2NO5Tb. The level of theory is ωB97M-V/def2-TZVPD.

- Kohn-Sham gap (alpha / beta) (eV) = 3.85 / 3.87
- ΔE to the lowest compared entry with this formula, charge and spin (kJ/mol) = 380.3
- E_LUMO (alpha / beta) (eV) = -18.8 / -18.8
- expectation value of S² = 12.61
- spin multiplicity = 7
- total charge = +4
- HOMO level (alpha / beta) (eV) = -22.63 / -22.66

Cartesian coordinates (Å):
Bi: 3.83 -0.74 -2.72
Tb: 0.18 -0.63 -0.65
Cl: 2.73 -2.80 -1.58
Cl: 0.79 1.50 -1.61
C: 0.63 0.37 1.74
C: 5.23 -2.10 -4.09
C: 6.36 0.65 -4.04
O: 0.22 0.58 2.79
O: 6.11 -2.82 -3.92
O: 7.27 1.01 -4.63
N: -4.18 0.92 2.53
C: -3.18 0.91 1.32
C: -2.38 -0.38 1.57
O: -2.54 -1.11 2.57
O: -1.49 -0.66 0.60
H: -4.08 -0.05 2.91
H: -5.20 1.11 2.33
H: -3.95 1.62 3.28
H: -3.75 0.78 0.38
H: -2.57 1.83 1.23



[8]
This record from the Open Molecules 2025 dataset describes a single C5H5BrClN3O3 molecule. The level of theory is ωB97M-V/def2-TZVPD.

- Kohn-Sham gap (alpha / beta) (eV) = 8.28 / 8.28
- ΔE to the lowest compared entry with this formula, charge and spin (kJ/mol) = 7.1
- SMILES = N#C[C@@]1(Br)[C@@H](Cl)OCCN1[N+](=O)[O-]
- E_LUMO (alpha / beta) (eV) = -2.2 / -2.2
- total charge = 0
- HOMO level (alpha / beta) (eV) = -10.49 / -10.49

Cartesian coordinates (Å):
N: -3.18 -0.35 -1.38
C: -2.17 -0.30 -0.76
C: -0.96 -0.27 0.02
Br: -1.91 0.15 2.21
C: -0.25 -1.59 0.22
Cl: 0.00 -2.37 -1.45
O: 0.95 -1.59 0.82
C: 1.78 -0.64 0.32
C: 1.16 0.75 0.55
N: -0.12 0.85 -0.18
N: -0.54 1.96 -0.92
O: 0.27 2.86 -1.01
O: -1.67 1.95 -1.29
H: -0.78 -2.42 0.68
H: 1.99 -0.75 -0.66
H: 2.75 -0.65 0.84
H: 0.97 0.74 1.71
H: 1.72 1.68 0.28



[9]
This record from the Open Molecules 2025 dataset describes a single C5H5BrFN molecule. The level of theory is ωB97M-V/def2-TZVPD.

- Kohn-Sham gap (eV) = 9.33
- ΔE to the lowest compared entry with this formula, charge and spin (kJ/mol) = 112.1
- SMILES = F[C@@]1(Br)C=CCC=N1
- E_LUMO (eV) = -0.5
- total charge = 0
- HOMO level (eV) = -9.79

Cartesian coordinates (Å):
F: 2.82 -1.47 1.41
C: 1.63 -1.28 0.78
Br: 0.69 -3.10 1.17
C: 0.82 -0.24 1.46
C: -0.12 0.41 0.77
C: -0.41 -0.21 -0.56
C: 0.96 -0.43 -1.15
N: 1.95 -1.00 -0.51
H: 1.06 -0.12 2.45
H: -0.64 1.25 1.18
H: -0.75 -1.17 -0.37
H: -1.13 0.32 -1.26
H: 1.14 0.03 -2.20



[10]
This record from the Open Molecules 2025 dataset describes a single C5H5BrFN molecule. The level of theory is ωB97M-V/def2-TZVPD.

- Kohn-Sham gap (eV) = 8.96
- ΔE to the lowest compared entry with this formula, charge and spin (kJ/mol) = 160.9
- SMILES = FC1=CC=N[C@@H](Br)C1
- E_LUMO (eV) = -0.3
- total charge = 0
- HOMO level (eV) = -9.26

Cartesian coordinates (Å):
F: 0.31 -2.37 0.12
C: 0.03 -1.04 0.07
C: -0.41 -0.57 1.21
C: -0.66 0.81 1.28
N: -0.30 1.58 0.32
C: 0.25 0.99 -0.78
Br: 2.21 0.93 -0.16
C: -0.06 -0.51 -1.23
H: -0.50 -1.14 2.09
H: -0.85 1.31 2.16
H: 0.23 1.80 -1.61
H: -1.02 -0.73 -1.69
H: 0.76 -1.06 -1.79



F_max per entry: 7.6, 5.0, 8.1, 5.6, 5.2, 4.7, 5.9, 4.5, 4.4, 5.1 eV/Å